1.
{"formula": "C14H21N5O2", "method": "ωB97M-V/def2-TZVPD", "species": ["C", "C", "C", "H", "H", "C", "N", "C", "N", "N", "N", "N", "H", "C", "C", "C", "C", "C", "C", "C", "O", "C", "H", "H", "H", "O", "C", "H", "H", "H", "H", "H", "H", "H", "H", "H", "H", "H", "H", "H", "H", "H"], "xyz": [[4.10526, -0.58725, 0.15064], [3.56786, 0.56047, 0.99644], [2.24762, 1.08386, 0.43917], [1.52531, 0.26488, 0.40711], [2.39144, 1.43827, -0.58384], [1.68609, 2.23150, 1.28427], [0.39635, 2.63858, 0.80708], [-0.81287, 2.02191, 0.93411], [-1.69902, 2.71608, 0.24467], [-1.03158, 3.73364, -0.28946], [0.19097, 3.71413, 0.01906], [-1.04255, 0.94142, 1.72009], [-0.21356, 0.41238, 1.95912], [-2.15080, 0.08035, 1.33796], [-1.86192, -0.64214, 0.04440], [-2.63449, -0.41722, -1.08456], [-2.32651, -1.05188, -2.27044], [-1.22659, -1.88781, -2.35022], [-0.41621, -2.10371, -1.24286], [-0.75374, -1.49038, -0.02442], [-0.00869, -1.61314, 1.13141], [0.51831, -2.87981, 1.47062], [-0.21010, -3.67313, 1.28863], [1.43353, -3.09919, 0.91754], [0.73925, -2.82841, 2.53715], [0.72035, -2.86932, -1.26689], [1.07455, -3.51012, -2.46782], [1.26958, -2.78789, -3.26651], [0.30268, -4.21529, -2.79156], [1.99050, -4.05646, -2.24668], [-0.99133, -2.35585, -3.29220], [-2.93178, -0.88794, -3.14824], [-3.47128, 0.25963, -1.02415], [-2.30282, -0.63136, 2.15330], [-3.03362, 0.70996, 1.22458], [1.59768, 1.93085, 2.33397], [2.33798, 3.10568, 1.22162], [4.29975, 1.37058, 1.02403], [3.41494, 0.21515, 2.02188], [4.31056, -0.24953, -0.86262], [3.37716, -1.39389, 0.10019], [5.02626, -0.97845, 0.57611]], "smiles": "CCCCn1nnnc1NCc1cccc(OC)c1OC", "lumo_energy_ev": 0.58, "total_charge": 0, "homo_lumo_gap_ev": 9.155}


2.
{"formula": "C5H12O", "method": "ωB97M-V/def2-TZVPD", "species": ["C", "C", "C", "C", "C", "H", "H", "H", "H", "H", "H", "H", "H", "H", "H", "O", "H", "H"], "xyz": [[1.36752, -1.35968, 0.23590], [0.50729, -0.36394, 0.46324], [2.86528, -1.17378, 0.31999], [-1.30748, 0.60665, -0.96014], [-0.92072, -0.44176, 0.11663], [1.02220, -2.31408, -0.18302], [0.78455, 0.56621, 0.97662], [3.15737, -0.17637, 0.68940], [3.23652, -1.28925, -0.71222], [3.34514, -1.93820, 0.95403], [-0.98997, 1.64145, -0.74802], [-2.40345, 0.59327, -1.08375], [-0.84270, 0.28306, -1.90665], [-1.29673, -0.02178, 1.06935], [-1.38834, -1.43568, -0.02085], [-2.31130, 2.66837, 0.29984], [-2.30775, 1.98837, 1.01107], [-2.51742, 2.16718, -0.52149]], "smiles": "C/C=C/CC.O", "lumo_energy_ev": 0.97, "total_charge": 0, "homo_lumo_gap_ev": 10.092}


3.
{"formula": "C6H12O3RbS", "method": "ωB97M-V/def2-TZVPD", "species": ["Rb", "C", "S", "O", "C", "H", "H", "H", "H", "H", "H", "O", "C", "O", "C", "C", "C", "H", "H", "H", "H", "H", "H"], "xyz": [[2.53862, -0.28583, 17.94560], [6.03990, 2.56946, 20.01261], [4.54014, 1.87395, 20.68719], [4.38902, 0.53991, 20.01262], [5.18929, 1.54631, 22.31496], [6.79434, 1.77982, 20.01118], [6.39464, 3.43382, 20.56872], [5.84942, 2.85247, 18.97744], [6.15533, 1.05560, 22.21957], [4.49095, 0.91354, 22.85739], [5.28038, 2.49426, 22.84749], [-0.21317, 0.31492, 18.83696], [-1.28375, 0.66802, 19.26862], [-1.86219, 1.79245, 18.85308], [-3.10852, 2.02898, 19.55058], [-3.49297, 0.68458, 20.19163], [-2.14064, -0.01804, 20.30969], [-3.84620, 2.37800, 18.83415], [-2.94363, 2.82464, 20.27695], [-4.16588, 0.15049, 19.52198], [-4.00655, 0.83250, 21.13666], [-2.15184, -1.09112, 20.14835], [-1.67520, 0.18379, 21.27880]], "lumo_energy_ev": -2.90, "total_charge": 1, "homo_lumo_gap_ev": 9.496}


4.
{"formula": "C20H18MnN6O2S", "method": "ωB97M-V/def2-TZVPD", "species": ["Mn", "O", "C", "N", "C", "C", "C", "C", "C", "C", "N", "C", "O", "C", "C", "C", "C", "C", "N", "C", "C", "C", "C", "C", "N", "H", "H", "H", "H", "H", "H", "H", "H", "H", "H", "H", "H", "C", "N", "C", "N", "S", "H", "H", "H", "H", "H", "H"], "xyz": [[-0.19953, -0.67771, 0.51970], [-3.03147, 1.10595, 2.75413], [-2.30921, 0.56546, 1.92415], [-1.12118, -0.04689, 2.09539], [-0.48341, -0.24354, 3.32053], [-0.94257, 0.10247, 4.59047], [-0.18301, -0.21984, 5.70572], [1.03028, -0.88065, 5.57542], [1.52207, -1.21604, 4.32285], [0.77649, -0.90864, 3.18553], [1.09178, -1.20525, 1.85851], [2.21742, -1.81592, 1.43502], [3.19953, -2.17274, 2.07494], [2.15277, -2.03447, -0.05487], [3.30713, -2.26189, -0.78516], [3.23802, -2.45702, -2.15049], [1.97752, -2.48847, -2.74047], [0.87307, -2.27058, -1.95012], [0.92441, -1.98963, -0.63789], [-2.71551, 0.52143, 0.47392], [-3.69407, 1.37788, -0.00413], [-4.07917, 1.31446, -1.32806], [-3.50173, 0.33336, -2.12925], [-2.55115, -0.49598, -1.58015], [-2.09934, -0.39556, -0.32003], [-1.89241, 0.60152, 4.69697], [-0.55029, 0.04225, 6.69042], [1.59447, -1.14907, 6.46012], [2.46708, -1.72263, 4.21035], [4.24700, -2.27783, -0.24994], [4.13078, -2.59966, -2.74327], [1.85842, -2.69925, -3.79453], [-0.12306, -2.34379, -2.37409], [-4.13490, 2.07279, 0.69764], [-4.82852, 1.98244, -1.73029], [-3.81157, 0.19920, -3.15718], [-2.14506, -1.31257, -2.16786], [0.88993, 3.56250, -3.89544], [0.95957, 3.18608, -2.49869], [0.70242, 1.96286, -2.02372], [0.32845, 1.02893, -2.90898], [0.90591, 1.65409, -0.37533], [1.18291, 4.60272, -3.99694], [-0.12706, 3.46172, -4.28433], [1.56292, 2.95244, -4.50349], [1.29362, 3.84939, -1.82205], [0.03577, 1.26561, -3.84184], [0.05448, 0.14011, -2.54316]], "s2": 8.76, "lumo_energy_ev": [-0.18, -0.19], "multiplicity": 6, "total_charge": 0, "homo_lumo_gap_ev": [6.102, 6.474]}


5.
{"formula": "C3H8NO2P", "method": "ωB97M-V/def2-TZVPD", "species": ["C", "C", "C", "N", "O", "O", "P", "H", "H", "H", "H", "H", "H", "H", "H"], "xyz": [[-1.62337, 1.96980, 0.14054], [-1.09439, 0.91075, -0.46975], [-0.06346, 0.11303, 0.13731], [-0.41175, -1.62827, -0.08042], [2.57098, 1.08709, 0.02038], [2.14633, -1.41381, 0.12586], [1.79885, 0.08382, -0.72538], [-2.27797, 2.65461, -0.36864], [-1.36524, 2.21135, 1.15771], [-1.33034, 0.70318, -1.50295], [0.02117, 0.20559, 1.21907], [-1.06151, -1.96235, 0.61871], [-0.74620, -1.73338, -1.03093], [0.56518, -1.96665, 0.02908], [2.87172, -1.23478, 0.72940]], "s2": 2.03, "lumo_energy_ev": [0.88, -2.23], "multiplicity": 3, "total_charge": 0, "homo_lumo_gap_ev": [5.439, 7.080]}


6.
{"formula": "C2H4O3", "method": "ωB97M-V/def2-TZVPD", "species": ["C", "C", "O", "O", "O", "H", "H", "H", "H"], "xyz": [[0.69675, 0.22295, -0.23783], [-0.71188, -0.00813, 0.20628], [1.12922, 0.60200, -1.29742], [2.90584, 0.04363, 0.45930], [1.53937, -0.15415, 0.83634], [-0.90271, 0.32429, 1.37514], [-1.47236, 0.43626, -0.48266], [-0.80688, -1.05711, 0.36726], [2.83915, 0.67775, -0.35852]], "smiles": "CC(=O)OO", "lumo_energy_ev": 0.78, "total_charge": 0, "homo_lumo_gap_ev": 11.404}


7.
{"formula": "C10H9BrO2S", "method": "ωB97M-V/def2-TZVPD", "species": ["C", "C", "C", "C", "C", "C", "C", "C", "C", "C", "O", "O", "S", "Br", "H", "H", "H", "H", "H", "H", "H", "H", "H"], "xyz": [[2.32098, 0.79820, 2.44344], [1.76281, -0.49178, 2.32383], [1.62696, 1.90910, 1.88918], [0.50317, 1.73110, 1.12241], [0.58595, -0.64368, 1.57627], [-0.00844, 0.46841, 1.03319], [3.48546, -1.03282, 0.38093], [-1.49030, -0.06705, -1.20851], [-2.38255, -0.36745, -2.12531], [-2.16476, -0.97412, -3.51489], [3.05185, -0.86857, -0.65186], [-2.29144, -0.91097, 1.01515], [-1.77852, 0.39983, 0.45981], [-4.15567, 0.05982, -1.82752], [3.16520, 0.90110, 2.99543], [2.48776, -1.23596, 2.55242], [2.01372, 2.89843, 1.98162], [-0.18389, 2.56975, 0.89506], [0.18962, -1.65453, 1.43450], [-0.39158, -0.12613, -1.28550], [-2.38057, -0.32810, -4.36755], [-1.13772, -1.12556, -3.62070], [-2.82804, -1.90905, -3.50141]], "lumo_energy_ev": 0.45, "total_charge": 0, "homo_lumo_gap_ev": 9.454}


8.
{"formula": "C22H27BN9O4Ti", "method": "ωB97M-V/def2-TZVPD", "species": ["Ti", "C", "C", "N", "N", "C", "B", "N", "C", "C", "C", "N", "N", "C", "C", "C", "N", "H", "H", "H", "H", "H", "H", "H", "H", "H", "H", "C", "C", "N", "C", "C", "N", "C", "C", "H", "H", "H", "H", "H", "H", "H", "H", "H", "H", "H", "H", "H", "O", "C", "O", "C", "C", "C", "C", "C", "C", "N", "O", "O", "H", "H", "H", "H"], "xyz": [[-0.81446, 0.27513, -1.12246], [0.97591, 0.07657, -4.86874], [0.97085, -0.31000, -3.53517], [-0.13477, 0.15653, -2.94412], [-0.84507, 0.83541, -3.86468], [-0.19575, 0.79993, -5.03480], [-2.20630, 1.45349, -3.47043], [-1.95699, 2.49430, -2.35268], [-2.37556, 3.76446, -2.28677], [-2.03348, 4.27947, -1.04895], [-1.39808, 3.23051, -0.39506], [-1.35577, 2.15682, -1.19191], [-3.04324, 0.34750, -2.79218], [-4.20955, -0.19294, -3.15997], [-4.63211, -1.04947, -2.15672], [-3.63726, -0.98917, -1.18849], [-2.68074, -0.13732, -1.58360], [1.72464, -0.14251, -5.60301], [1.67964, -0.91063, -2.98372], [-0.58733, 1.26337, -5.91921], [-2.75055, 1.93792, -4.39097], [-2.89653, 4.22972, -3.09998], [-2.22438, 5.26358, -0.67522], [-0.95339, 3.20432, 0.58576], [-4.66955, 0.05569, -4.09662], [-5.54199, -1.61191, -2.12921], [-3.55768, -1.50990, -0.24473], [0.58501, -0.82554, 4.39552], [0.57670, -0.91342, 2.85193], [0.00799, 0.29860, 2.29159], [-1.34497, 0.47415, 2.77796], [-1.33098, 0.67297, 4.31522], [0.07237, 0.51479, 4.77250], [0.91687, 1.58057, 4.17971], [0.83652, 1.43510, 2.64015], [1.58994, -0.94004, 4.80186], [-0.05639, -1.58622, 4.84328], [-0.01485, -1.76526, 2.50973], [1.58947, -1.03335, 2.46507], [-1.91558, -0.41626, 2.50476], [-1.79355, 1.33520, 2.27271], [-1.95718, -0.06225, 4.82323], [-1.67814, 1.66896, 4.59164], [0.10249, 0.60443, 5.79064], [1.94289, 1.47564, 4.53657], [0.53527, 2.54725, 4.50929], [1.82700, 1.28387, 2.20896], [0.42073, 2.33015, 2.17374], [-0.46145, -1.13703, 0.01780], [0.75505, -0.70708, -0.18004], [0.83287, 0.58452, -0.31247], [1.90333, -1.57491, -0.27984], [1.79001, -2.95846, -0.04960], [2.92093, -3.74403, -0.06546], [4.15527, -3.16017, -0.34126], [4.28260, -1.79784, -0.59963], [3.16015, -1.00366, -0.55577], [5.34522, -3.99925, -0.35600], [6.37370, -3.48020, -0.71582], [5.20375, -5.14533, -0.00438], [0.81701, -3.38548, 0.15176], [2.87821, -4.80461, 0.13501], [5.26222, -1.39758, -0.81613], [3.21905, 0.06090, -0.73058]], "s2": 0.75, "lumo_energy_ev": [-6.09, -6.34], "multiplicity": 2, "total_charge": 2, "homo_lumo_gap_ev": [6.859, 8.339]}


The energy above the lowest of the compared OMol25 structures with the same formula, charge and spin results, record by record, are as follows: 75.1, 39.3, 0.0, 0.0, 11.4, 71.2, 19.3, 46.8 kcal per mole.
The electronic energy results, record by record, are as follows: -26402.6890, -7425.6084, -24045.1515, -76225.7735, -18110.3292, -8278.4695, -95485.4684, -68631.0739 eV.